# ClH2Na2O5

ClH2Na2O5 as an isolated structure at a distorted geometry (ωB97M-V/def2-TZVPD, OMol25).

CARTESIAN COORDINATES (ANGSTROEM)
Na1 15.25 -3.94 -14.50
Na2 18.66 3.88 -16.34
Cl1 20.90 -1.21 -13.69
O1 22.24 -1.66 -13.65
O2 20.75 -0.87 -15.04
O3 19.88 -2.16 -13.28
O4 20.74 -0.04 -12.93
O5 24.96 4.10 -13.91
H1 25.72 3.52 -13.97
H2 24.29 3.57 -13.47

Calculated values
relative energy (zero: lowest compared OMol25 entry of this formula, charge and spin) = 3.022 eV
total charge = +1
highest occupied orbital energy = -9.849 eV
LUMO energy = -5.23 eV

***

# C5H12NO

An isolated ion of composition C5H12NO and charge +1 at a distorted geometry (ωB97M-V/def2-TZVPD, OMol25).

CARTESIAN COORDINATES (ANGSTROEM)
C1 -2.23 1.62 0.55
C2 -2.01 0.12 0.40
C3 -0.61 -0.32 0.84
C4 0.53 0.09 -0.11
N1 1.84 0.17 0.62
C5 0.76 -0.92 -1.22
O1 1.90 -1.24 -1.46
H1 -2.14 1.93 1.58
H2 -1.57 2.18 -0.07
H3 -3.21 1.87 0.14
H4 -2.68 -0.47 1.04
H5 -2.21 -0.17 -0.63
H6 -0.62 -1.40 0.90
H7 -0.39 0.05 1.85
H8 0.38 1.07 -0.58
H9 2.44 -0.47 0.05
H10 1.78 -0.20 1.56
H11 2.26 1.10 0.66
H12 -0.02 -1.39 -1.84

Calculated values
relative energy (zero: lowest compared OMol25 entry of this formula, charge and spin) = 0.464 eV
total charge = +1
highest occupied orbital energy = -15.321 eV
LUMO energy = -3.84 eV

***

# C5H7FOS

One molecule with the formula C5H7FOS at a distorted geometry (ωB97M-V/def2-TZVPD, OMol25).

CARTESIAN COORDINATES (ANGSTROEM)
C1 1.19 -1.66 0.49
C2 0.05 -0.72 0.97
F1 -0.95 -1.18 1.89
C3 0.56 0.63 1.20
O1 0.24 1.47 2.29
C4 -0.43 0.30 -0.07
C5 0.14 0.31 -1.41
S1 -0.54 0.52 -2.90
H1 1.93 -2.13 1.31
H2 0.87 -2.43 -0.28
H3 2.04 -1.04 -0.06
H4 1.53 1.14 0.88
H5 -0.03 1.03 3.23
H6 -1.39 0.77 0.28
H7 1.28 0.07 -1.45

Calculated values
relative energy (zero: lowest compared OMol25 entry of this formula, charge and spin) = 3.175 eV
total charge = 0
highest occupied orbital energy = -8.730 eV
LUMO energy = -0.41 eV